Record 1
This record from the OMol25 dataset describes a single ClHO4 molecule at a distorted geometry. The level of theory is wB97M-V/def2-TZVPD.

Last column: natural (NBO) charge in e.
Geometry (Å):
Cl  0.389  0.272  -0.235  2.483
O  1.454  -0.535  0.102  -0.733
O  -1.104  -0.892  0.039  -0.763
O  0.405  0.647  -1.555  -0.698
O  0.072  1.200  0.746  -0.744
H  -1.215  -0.692  0.903  0.454

Summary:
- Multiplicity: 1
- E_HOMO: -12.46 eV
- Net charge: 0
- Energy relative to the best compared isomer or geometry (same formula, charge and spin): 0.6662 eV
- E_tot: -761.41768 hartree
- Largest force on an atom: 0.1302 hartree/bohr

=====

Record 2
This record from the OMol25 dataset describes a single C2H2BrNS2 molecule at a distorted geometry. The level of theory is wB97M-V/def2-TZVPD.

Last column: natural (NBO) charge in e.
Geometry (Å):
Br  2.500  0.523  -0.041  0.071
S  -2.756  0.054  0.046  0.330
S  -0.076  1.077  -1.777  0.111
N  -1.436  -0.170  0.891  -0.503
C  0.703  -0.048  -0.473  -0.504
C  -0.172  -0.152  0.751  0.040
H  0.444  -0.207  1.581  0.199
H  0.793  -1.077  -0.979  0.257

Summary:
- Multiplicity: 1
- E_HOMO (spin up / spin down): -9.12 / -9.25 eV
- Net charge: 0
- Energy relative to the best compared isomer or geometry (same formula, charge and spin): 1.8603 eV
- E_tot: -3502.43840 hartree
- Largest force on an atom: 0.0636 hartree/bohr